1.
The following is a DFT calculation (ωB97M-V/def2-TZVPD) of 2 unconnected molecules or ions with the total composition C2H10N2P at a distorted geometry.

Summary:
Energy above the lowest of the compared OMol25 structures with the same formula, charge and spin in kJ/mol: 110.27
Kohn-Sham gap (alpha / beta) in eV: 6.98 / 5.70
Total energy in eV: -14493.5214
F_max in Eh/bohr: 0.138

Geometry as ORCA input:
```
! wB97M-V def2-TZVPD RIJCOSX def2/J DEFGRID3
* xyz 1 3
C -0.07347 1.05973 1.82638
C -1.19222 -0.32481 -0.34206
N 1.18761 -0.86159 -0.49918
N -1.73434 -0.57176 -1.48950
P -1.07918 1.38288 0.32561
H -0.71533 0.86687 2.78413
H 0.50742 1.98646 1.97518
H 0.56474 0.19420 1.69315
H -1.02157 -1.13568 0.30929
H 1.48046 -0.70824 -1.38787
H 1.66693 -1.71424 -0.19024
H -1.97625 -1.64848 -1.67251
H -2.03584 0.00929 -2.27453
H 1.50641 -0.05413 0.07225
H -0.07482 1.87599 -0.44533
*
```

2.
The following is a DFT calculation (ωB97M-V/def2-TZVPD) of 2 unconnected molecules or ions with the total composition C2H10N2S2 at a distorted geometry.

Summary:
Energy above the lowest of the compared OMol25 structures with the same formula, charge and spin in kJ/mol: 33.20
Kohn-Sham gap in eV: 9.55
Total energy in eV: -26886.5438
F_max in Eh/bohr: 0.021

Geometry as ORCA input:
```
! wB97M-V def2-TZVPD RIJCOSX def2/J DEFGRID3
* xyz 0 1
N 1.09180 -2.08117 0.03861
C 0.42965 -0.78403 -0.01558
C 1.40709 0.27015 -0.54981
N 0.81643 1.58690 -0.55417
H 0.46191 -2.83806 0.28192
H 1.77186 -2.03828 0.78408
H 0.04228 -0.38095 0.92860
H -0.34084 -0.84456 -0.78764
H 2.32481 0.20390 0.06190
H 1.64609 -0.04322 -1.56882
H 0.76244 1.95900 0.38742
H 1.37356 2.24634 -1.08754
S -2.85839 -0.18543 1.20987
S -2.62937 1.77938 0.55893
H -4.17562 -0.27768 0.94687
H -2.12370 1.42770 -0.63464
*
```

3.
The following is a DFT calculation (ωB97M-V/def2-TZVPD) of 2 unconnected molecules or ions with the total composition C2H10N3 at a distorted geometry.

Summary:
Energy above the lowest of the compared OMol25 structures with the same formula, charge and spin in kJ/mol: 89.07
Kohn-Sham gap in eV: 10.62
Total energy in eV: -6700.1158
F_max in Eh/bohr: 0.037

Geometry as ORCA input:
```
! wB97M-V def2-TZVPD RIJCOSX def2/J DEFGRID3
* xyz 1 1
C 1.93225 1.34938 -0.26875
N 0.74828 1.42795 0.61051
H 2.84551 1.39416 0.34002
H 1.92822 0.39186 -0.78097
H 1.98754 2.20547 -0.92791
H 0.44593 2.38411 0.72833
H 0.95353 1.08705 1.54324
H -0.55771 0.68070 0.02680
N -1.79103 -2.37217 0.08891
C -0.96799 -1.40974 -0.28511
N -1.21022 -0.13382 -0.32795
H -1.49390 -3.32665 0.19546
H -2.77094 -2.14243 0.15177
H 0.06111 -1.73160 -0.43231
H -2.11056 0.19571 -0.66204
*
```

4.
The following is a DFT calculation (ωB97M-V/def2-TZVPD) of 2 unconnected molecules or ions with the total composition C2H10N3O at a distorted geometry.

Summary:
Energy above the lowest of the compared OMol25 structures with the same formula, charge and spin in kJ/mol: 69.62
Kohn-Sham gap in eV: 11.15
Total energy in eV: -8748.4200
F_max in Eh/bohr: 0.041

Geometry as ORCA input:
```
! wB97M-V def2-TZVPD RIJCOSX def2/J DEFGRID3
* xyz 1 1
C 1.68033 0.44067 -0.25352
N 1.97765 0.46991 1.06805
N 0.38241 0.31024 -0.55165
N 2.65667 0.52145 -1.15085
C -0.68723 0.06769 0.47995
H 1.32488 0.76781 1.79721
H 2.89824 0.10441 1.32391
H 0.04150 0.45711 -1.50492
H 2.47076 0.42069 -2.15175
H 3.61777 0.48212 -0.80262
H -1.55410 -0.41569 -0.00118
H -1.00194 1.05263 0.86396
H -0.36475 -0.55516 1.33123
O -4.27341 -1.10211 0.05975
H -4.96491 -0.93958 -0.62117
H -4.20386 -2.08218 0.11361
*
```

5.
The following is a DFT calculation (ωB97M-V/def2-TZVPD) of a molecular structure, C2H10N3O at a distorted geometry.

Summary:
Energy above the lowest of the compared OMol25 structures with the same formula, charge and spin in kJ/mol: 637.02
Kohn-Sham gap in eV: 9.27
Total energy in eV: -8742.5393
F_max in Eh/bohr: 0.094

Geometry as ORCA input:
```
! wB97M-V def2-TZVPD RIJCOSX def2/J DEFGRID3
* xyz 1 1
C -2.78999 -0.75890 1.78077
C 0.07640 -0.04266 0.70101
N 0.77810 -0.11428 -0.33426
N -0.82898 -1.73936 1.10207
N 2.31118 1.24626 -1.90228
O -1.55954 -1.41768 2.16258
H -3.76455 -1.27380 1.94264
H -2.70120 -0.58546 0.69019
H -2.92147 0.14627 2.29772
H -0.14700 0.77171 1.38309
H 1.53196 0.60490 -1.08534
H 1.00057 -1.07959 -0.80899
H 0.08540 -2.11513 1.52029
H 2.97706 1.89562 -1.39961
H 2.91852 0.67482 -2.56817
H 1.81342 1.96950 -2.27892
*
```

6.
The following is a DFT calculation (ωB97M-V/def2-TZVPD) of 2 unconnected molecules or ions with the total composition C2H10N3O at a distorted geometry.

Summary:
Energy above the lowest of the compared OMol25 structures with the same formula, charge and spin in kJ/mol: 96.57
Kohn-Sham gap in eV: 11.44
Total energy in eV: -8748.1407
F_max in Eh/bohr: 0.113

Geometry as ORCA input:
```
! wB97M-V def2-TZVPD RIJCOSX def2/J DEFGRID3
* xyz 1 1
C -0.80391 0.14727 0.79990
N -0.09504 1.15163 0.27234
N -0.73977 -1.14201 0.46522
N -1.62770 0.35485 1.73199
C 0.02714 -1.93227 -0.44283
H 0.53883 0.97818 -0.51165
H -0.43776 2.09840 0.45323
H -1.40632 -1.61328 1.08177
H -2.20445 -0.37546 2.15689
H -1.77123 1.33447 1.98943
H -0.64881 -2.68852 -0.87616
H 0.85454 -2.45196 0.06897
H 0.44664 -1.32461 -1.26221
O 2.31233 1.70130 -2.19990
H 2.94401 1.13882 -1.69706
H 2.61151 2.62317 -2.02990
*
```

7.
The following is a DFT calculation (ωB97M-V/def2-TZVPD) of a molecular structure, C2H10N4 at a distorted geometry.

Summary:
Energy above the lowest of the compared OMol25 structures with the same formula, charge and spin in kJ/mol: 469.02
Kohn-Sham gap (alpha / beta) in eV: 7.94 / 7.94
Total energy in eV: -8191.9743
F_max in Eh/bohr: 0.070

Geometry as ORCA input:
```
! wB97M-V def2-TZVPD RIJCOSX def2/J DEFGRID3
* xyz 0 1
C -1.64242 -0.49450 -0.49114
N 0.00295 2.56817 -0.25481
N -0.34418 1.25334 -0.04986
N -1.42113 0.87794 -0.66708
H -0.55899 3.01482 -0.97832
H -0.00441 3.09092 0.61023
H -0.72864 -1.01431 -0.98757
H -1.45095 -0.85974 0.53048
H -2.65187 -0.76119 -0.79690
C 1.34845 -0.99251 -0.13141
N 1.12568 -1.45099 1.19534
H 1.02205 -2.44681 1.35576
H 1.00047 -0.70939 1.87628
H 2.31262 -0.49140 -0.25087
H 1.36510 -1.82061 -0.83723
H 0.62528 0.23627 -0.12290
*
```

8.
The following is a DFT calculation (ωB97M-V/def2-TZVPD) of 2 unconnected molecules or ions with the total composition C2H10N4 at a distorted geometry.

Summary:
Energy above the lowest of the compared OMol25 structures with the same formula, charge and spin in kJ/mol: 244.92
Kohn-Sham gap in eV: 9.82
Total energy in eV: -8194.2970
F_max in Eh/bohr: 0.097

Geometry as ORCA input:
```
! wB97M-V def2-TZVPD RIJCOSX def2/J DEFGRID3
* xyz 0 1
H 1.89866 1.68116 -0.40181
N 0.92004 1.95414 -0.03612
C 1.02649 2.59703 1.06952
N 0.07264 3.37729 1.78612
H 1.98279 2.30331 1.70811
H 0.12050 3.48364 2.79405
H -0.77302 3.57728 1.25994
N -0.25174 -1.11670 -0.77343
C -0.92976 -2.28563 -1.29095
N -0.25986 -3.47990 -0.82481
H -0.29952 -0.38198 0.02605
H -0.58487 -0.30231 -1.33809
H -0.95498 -2.31328 -2.34667
H -2.08373 -2.43858 -1.05363
H -0.51832 -3.60982 0.15210
H 0.63467 -3.04564 -0.73040
*
```

9.
The following is a DFT calculation (ωB97M-V/def2-TZVPD) of 3 unconnected molecules or ions with the total composition C2H10N4O at a distorted geometry.

Summary:
Energy above the lowest of the compared OMol25 structures with the same formula, charge and spin in kJ/mol: 679.04
Kohn-Sham gap (alpha / beta) in eV: 8.39 / 8.80
Total energy in eV: -10238.0886
F_max in Eh/bohr: 0.035

Geometry as ORCA input:
```
! wB97M-V def2-TZVPD RIJCOSX def2/J DEFGRID3
* xyz 0 1
C 0.44850 -0.47068 -0.63950
C -1.05127 0.37585 0.99826
N -0.30314 -0.72755 0.41885
N 1.89904 -0.23511 1.06888
N -1.48538 -1.32239 -1.45357
N 0.61861 0.72690 -1.26124
O 1.88658 1.11814 1.42431
H 2.18826 1.55658 0.61560
H 1.55239 -0.68280 1.92048
H 1.01340 -1.29163 -1.05283
H -2.34264 -0.87538 -1.12126
H -1.54570 -2.27237 -1.08382
H -0.08934 1.42967 -1.11415
H 0.94402 0.67602 -2.21384
H -0.36171 1.06367 1.50514
H -1.61905 0.95661 0.26170
H -1.75258 -0.02554 1.72700
*
```

10.
The following is a DFT calculation (ωB97M-V/def2-TZVPD) of a molecular structure, C2H10N4O at a distorted geometry.

Summary:
Energy above the lowest of the compared OMol25 structures with the same formula, charge and spin in kJ/mol: 736.38
Kohn-Sham gap in eV: 7.54
Total energy in eV: -10237.4943
F_max in Eh/bohr: 0.077

Geometry as ORCA input:
```
! wB97M-V def2-TZVPD RIJCOSX def2/J DEFGRID3
* xyz 0 1
C -0.33902 -1.54782 -0.14801
N 0.10147 -0.15193 -0.19320
N 1.05763 0.18826 0.76836
C -1.83874 1.62384 1.50940
N -2.06332 1.18748 0.34320
H 0.98438 -0.39473 1.59832
H 1.99408 0.03538 0.37675
H 0.47654 -2.22664 -0.41587
H -0.76429 -1.77712 0.83361
H -1.15942 -1.68530 -0.85550
H -0.82465 1.56221 1.95606
H -2.63185 2.07682 2.12748
N 0.76633 0.18064 -1.75004
O 2.18790 -0.08550 -1.70293
H 2.54713 0.80775 -1.82940
H 0.44119 -0.55800 -2.38362
H -0.93536 0.76464 -0.23459
*
```

Repeat the tenth record exactly.
The following is a DFT calculation (ωB97M-V/def2-TZVPD) of a molecular structure, C2H10N4O at a distorted geometry.

Summary:
Energy above the lowest of the compared OMol25 structures with the same formula, charge and spin in kJ/mol: 736.38
Kohn-Sham gap in eV: 7.54
Total energy in eV: -10237.4943
F_max in Eh/bohr: 0.077

Geometry as ORCA input:
```
! wB97M-V def2-TZVPD RIJCOSX def2/J DEFGRID3
* xyz 0 1
C -0.33902 -1.54782 -0.14801
N 0.10147 -0.15193 -0.19320
N 1.05763 0.18826 0.76836
C -1.83874 1.62384 1.50940
N -2.06332 1.18748 0.34320
H 0.98438 -0.39473 1.59832
H 1.99408 0.03538 0.37675
H 0.47654 -2.22664 -0.41587
H -0.76429 -1.77712 0.83361
H -1.15942 -1.68530 -0.85550
H -0.82465 1.56221 1.95606
H -2.63185 2.07682 2.12748
N 0.76633 0.18064 -1.75004
O 2.18790 -0.08550 -1.70293
H 2.54713 0.80775 -1.82940
H 0.44119 -0.55800 -2.38362
H -0.93536 0.76464 -0.23459
*
```

> Look up the F_max of the fifth one.

0.094 Eh/bohr

> total energy of number 1 (C2H10N2P)?

-14493.5214 eV

Repeat the seventh record exactly.
The following is a DFT calculation (ωB97M-V/def2-TZVPD) of a molecular structure, C2H10N4 at a distorted geometry.

Summary:
Energy above the lowest of the compared OMol25 structures with the same formula, charge and spin in kJ/mol: 469.02
Kohn-Sham gap (alpha / beta) in eV: 7.94 / 7.94
Total energy in eV: -8191.9743
F_max in Eh/bohr: 0.070

Geometry as ORCA input:
```
! wB97M-V def2-TZVPD RIJCOSX def2/J DEFGRID3
* xyz 0 1
C -1.64242 -0.49450 -0.49114
N 0.00295 2.56817 -0.25481
N -0.34418 1.25334 -0.04986
N -1.42113 0.87794 -0.66708
H -0.55899 3.01482 -0.97832
H -0.00441 3.09092 0.61023
H -0.72864 -1.01431 -0.98757
H -1.45095 -0.85974 0.53048
H -2.65187 -0.76119 -0.79690
C 1.34845 -0.99251 -0.13141
N 1.12568 -1.45099 1.19534
H 1.02205 -2.44681 1.35576
H 1.00047 -0.70939 1.87628
H 2.31262 -0.49140 -0.25087
H 1.36510 -1.82061 -0.83723
H 0.62528 0.23627 -0.12290
*
```